## one
ORCA calculation (ωB97M-V/def2-TZVPD) on an isolated ion of composition C4H5IN and charge +1.

Summary:
Kohn-Sham gap: 7.434 eV
HOMO level: -14.3 eV
Net charge: +1

Last column: Löwdin charge in e.
Cartesian coordinates (Å):
1 C -1.59116 0.00195 -1.72463  0.3755
2 C 0.79830 -0.07229 0.63000  -0.1503
3 C 0.66405 0.15628 -0.91401  0.0358
4 C -0.64470 -0.30234 0.69415  -0.6331
5 N -0.87244 -0.14786 -0.77590  -0.1250
6 I -2.03218 0.96440 1.91437  0.8636
7 H 1.43077 -0.91481 0.88531  0.1358
8 H 1.15274 0.81236 1.07220  0.1059
9 H 0.60008 1.18607 -1.17093  0.1258
10 H 1.19473 -0.29219 -1.67876  0.1182
11 H -0.70019 -1.39157 1.06821  0.1479

## two
ORCA calculation (ωB97M-V/def2-TZVPD) on an isolated ion of composition C4H5IN and charge +1.

Summary:
Kohn-Sham gap (alpha / beta): 8.757 / 6.742 eV
HOMO level (alpha / beta): -13.8 / -12.7 eV
Net charge: +1

Last column: Löwdin charge in e.
Cartesian coordinates (Å):
1 C 0.02513 0.38770 -1.03993  -0.1864
2 C -0.08424 1.64929 -0.74826  -0.6447
3 C 0.81792 -1.48928 0.18390  0.1833
4 C -0.78738 -0.02133 1.08723  0.1717
5 N -0.00226 -0.47146 0.10873  -0.1921
6 I -0.17705 3.61873 -0.94007  1.0781
7 H 0.18754 -0.07256 -2.01165  0.1374
8 H 1.00755 -1.95901 1.13443  0.1184
9 H 1.33284 -1.83630 -0.69264  0.1155
10 H -0.79470 -0.53362 2.03506  0.1177
11 H -1.52535 0.72784 0.88320  0.1011

Going by the energies, two is most stable and the next is 2.7 kcal/mol up.

## one
ORCA calculation (ωB97M-V/def2-TZVPD) on an isolated ion of composition C5H9N4O and charge +1.

Summary:
Kohn-Sham gap: 10.401 eV
HOMO level: -13.9 eV
Net charge: +1

Last column: Löwdin charge in e.
Cartesian coordinates (Å):
1 N 2.01926 -0.65629 -0.26167  0.1561
2 C 0.65171 -0.47496 -0.06607  -0.3931
3 C -0.19735 -0.55231 -1.29747  -0.0414
4 C -1.54984 0.04285 -0.77826  -0.2639
5 N -2.11360 -0.59010 0.35776  0.1194
6 C -1.32436 -1.22482 1.14197  -0.1411
7 N 0.07916 -1.21417 1.05099  0.0828
8 O -1.18464 1.41243 -0.35197  0.0916
9 C -0.03770 1.26219 0.24625  -0.1752
10 N 0.60126 2.21731 0.79603  0.2684
11 H 2.24296 -0.50771 -1.23154  0.1052
12 H 2.71131 -0.21338 0.32004  0.1105
13 H -0.27184 -1.57788 -1.58018  0.1378
14 H 0.30059 0.04644 -2.05239  0.1380
15 H -2.33620 0.32748 -1.63720  0.2059
16 H -1.77373 -1.48043 2.13249  0.1535
17 H 0.46613 -2.14805 1.02441  0.1439
18 H 1.40800 2.11083 1.32547  0.1152
19 H 0.30887 3.22057 0.86135  0.1862

## two
ORCA calculation (ωB97M-V/def2-TZVPD) on a 2-piece molecular cluster, C5H9N4O overall.

Summary:
Kohn-Sham gap: 9.067 eV
HOMO level: -13.1 eV
Net charge: +1

Last column: Löwdin charge in e.
Cartesian coordinates (Å):
1 C 0.70667 -2.17918 0.27002  -0.3797
2 C 0.84192 1.23713 -0.78261  -0.1146
3 C 0.54489 0.96050 0.64371  -0.1199
4 C -0.53239 0.91474 -1.50380  -0.0542
5 C -0.61018 -0.07584 0.64054  -0.2802
6 N -1.47862 -0.06963 1.63584  0.0030
7 N -2.00622 -0.22592 2.62974  0.2959
8 N 1.50298 -1.98400 1.13248  0.2386
9 N -1.08231 -0.23330 -0.71596  0.1003
10 O 0.08183 -2.42403 -0.69864  0.1469
11 H 1.14132 2.24404 -0.90364  0.1218
12 H 1.54756 0.54112 -1.09437  0.1002
13 H 1.42959 0.45077 1.07257  0.1072
14 H 0.36244 1.68170 1.38899  0.1104
15 H -1.09226 1.78464 -1.61764  0.1136
16 H -0.14214 0.64176 -2.51787  0.1526
17 H 1.55406 -2.02762 2.18811  0.1654
18 H -2.07362 -0.05665 -0.75264  0.1839
19 H -0.69553 -1.18023 -1.01486  0.1087

Going by the energies, one is most stable and the next is 43.8 kcal/mol up.

## one
ORCA calculation (ωB97M-V/def2-TZVPD) on a 21-piece molecular cluster, H42O21 overall.

Summary:
Kohn-Sham gap: 10.449 eV
HOMO level: -10.7 eV

Last column: Löwdin charge in e.
Cartesian coordinates (Å):
1 O 0.68147 3.29648 -2.70207  -0.0509
2 H 0.99147 2.39975 -2.62036  0.0049
3 H 1.28083 3.76136 -2.05282  0.0639
4 O -0.37865 -0.04387 -4.30948  -0.0844
5 H 0.05133 -0.06074 -3.37964  0.0613
6 H 0.04443 0.77791 -4.59479  0.0567
7 O -0.88555 -4.11908 -0.39278  -0.1084
8 H -0.81685 -3.87136 -1.40088  0.0981
9 H -0.08443 -4.71206 -0.30245  0.0889
10 O -3.83033 -1.27873 2.99914  -0.1020
11 H -2.83846 -1.20646 2.73897  0.0558
12 H -4.14857 -0.49449 3.50329  0.0596
13 O -1.37921 0.56043 -1.79822  -0.0265
14 H -1.85622 0.06992 -2.50288  0.0741
15 H -1.05700 1.36758 -2.07296  -0.0401
16 O -1.91578 3.42359 -1.98252  -0.0719
17 H -1.08883 3.75091 -2.14813  -0.0722
18 H -1.78888 3.01729 -1.01141  0.1045
19 O -3.48676 -2.70644 -1.01337  -0.0067
20 H -2.86971 -2.72700 -1.73672  0.0147
21 H -4.19606 -2.19830 -1.36007  0.0345
22 O 1.89694 -1.74559 -0.02897  -0.1624
23 H 1.06514 -1.32497 0.41724  0.0339
24 H 1.23424 -2.57549 -0.07321  0.1232
25 O 2.47692 3.78257 -0.18212  -0.0373
26 H 2.21977 3.39786 0.65265  -0.0201
27 H 3.43844 3.62438 -0.13964  0.0633
28 O 3.85000 1.77944 2.42619  -0.0331
29 H 4.67480 2.00782 2.09112  0.0109
30 H 3.81302 0.88406 2.03900  0.0083
31 O 3.71969 -0.90790 1.79139  -0.0541
32 H 3.10833 -1.47440 1.18298  0.0613
33 H 4.48830 -1.31480 2.03811  -0.0061
34 O -2.40578 2.07795 2.44792  -0.0802
35 H -2.19608 2.42673 1.54891  0.0376
36 H -2.94856 1.28838 2.23328  0.0131
37 O 1.26261 -2.59910 -2.70938  -0.0106
38 H 0.54120 -2.35351 -3.28830  -0.0303
39 H 1.47518 -1.91078 -2.19642  -0.0807
40 O -1.59205 -2.91793 1.68488  -0.0737
41 H -1.93380 -3.28896 0.88181  0.0009
42 H -1.15706 -3.63779 2.25060  0.1230
43 O 1.71788 3.38661 2.84947  0.0187
44 H 1.97013 3.52100 3.64584  -0.0602
45 H 1.98509 2.46565 2.75258  -0.0016
46 O -0.05307 1.78850 0.90504  -0.0906
47 H -0.36203 1.97723 1.84453  0.0596
48 H 0.88478 2.17081 1.01369  0.0547
49 O 1.98942 0.35439 -1.58218  0.0605
50 H 1.29161 0.71728 -1.25156  -0.0884
51 H 2.42889 -0.25416 -1.05371  -0.0080
52 O 1.20088 0.53167 4.07366  0.0239
53 H 0.76744 0.11914 3.28533  0.0487
54 H 1.91525 0.11032 4.26819  -0.0736
55 O -2.79893 0.10042 0.64653  -0.0684
56 H -3.30713 -0.69755 0.90051  0.0395
57 H -2.74646 -0.14025 -0.28199  0.0194
58 O -0.11520 -0.73580 1.28932  -0.0570
59 H -0.61326 -1.53758 1.71368  0.0751
60 H -0.73851 -0.13373 1.07264  -0.0596
61 O -1.03580 -2.51855 -3.98739  -0.0588
62 H -1.21244 -2.03138 -4.72583  -0.0151
63 H -0.62805 -3.41868 -4.30625  0.1404

## two
ORCA calculation (ωB97M-V/def2-TZVPD) on a 21-piece molecular cluster, H42O21 overall.

Summary:
Kohn-Sham gap: 8.873 eV
HOMO level: -9.7 eV

Last column: Löwdin charge in e.
Cartesian coordinates (Å):
1 O 0.88748 0.36076 5.37164  -0.0237
2 H 0.01541 0.13295 5.69387  0.0692
3 H 0.93744 1.31195 5.46641  0.0646
4 O -4.92221 0.62662 -0.92789  -0.0327
5 H -4.08175 0.73684 -0.48324  0.0176
6 H -5.56220 1.01426 -0.33091  0.0505
7 O 2.75132 0.66719 -1.66113  -0.0396
8 H 3.21950 -0.16359 -1.57835  0.0195
9 H 1.82868 0.43402 -1.55818  0.0090
10 O -3.84293 0.43127 -3.66425  -0.0543
11 H -4.32320 0.52240 -2.84129  -0.0143
12 H -2.92534 0.55534 -3.42163  -0.0216
13 O -3.85830 -0.73730 2.32139  -0.0371
14 H -3.02083 -0.27380 2.31463  0.0134
15 H -4.30461 -0.43803 1.52926  0.0112
16 O 3.40889 -1.78607 -3.44168  -0.0513
17 H 3.31568 -2.45790 -2.76626  -0.0195
18 H 4.31377 -1.48542 -3.35787  0.0412
19 O 0.71469 -2.25783 2.67039  -0.0366
20 H 0.09951 -1.56293 2.90471  0.0213
21 H 0.28422 -2.72892 1.95695  0.0284
22 O -1.91451 2.72203 3.20531  -0.0260
23 H -1.85662 3.63005 3.50259  0.0808
24 H -2.30137 2.25190 3.94393  0.0740
25 O 0.90538 4.99273 0.02548  -0.0315
26 H 0.16339 5.14013 -0.56100  0.0492
27 H 0.82803 5.67959 0.68765  0.0480
28 O -1.75225 3.12116 -3.03857  -0.0616
29 H -1.41976 2.35101 -2.57754  -0.0305
30 H -2.64141 3.23624 -2.70333  0.0264
31 O 0.33289 -0.03941 -0.05260  -0.0440
32 H 0.65846 -0.92340 0.11714  0.0012
33 H 0.29637 0.37274 0.81055  0.0057
34 O 2.75645 -1.57941 5.04520  -0.0620
35 H 2.16456 -0.85356 5.24282  -0.0367
36 H 2.84923 -1.56088 4.09268  -0.0284
37 O 0.00477 0.77853 2.60157  -0.0344
38 H 0.70690 0.96793 3.22397  0.0430
39 H -0.71734 1.34425 2.87495  -0.0058
40 O -0.84764 -3.45459 -2.12352  -0.0282
41 H -1.77064 -3.31735 -1.91031  0.0649
42 H -0.67963 -2.86119 -2.85556  0.0132
43 O 3.15892 -4.35035 -2.11922  -0.0336
44 H 3.06002 -4.92711 -2.87671  0.0596
45 H 3.19766 -4.94379 -1.36917  0.0515
46 O 3.57557 -1.79564 2.28307  -0.0434
47 H 2.63626 -1.92025 2.14743  -0.0120
48 H 3.95122 -1.82605 1.40319  0.0374
49 O 3.10665 3.44524 -0.76912  -0.0693
50 H 2.92409 2.60554 -1.19080  -0.0215
51 H 2.24554 3.84549 -0.64859  -0.0328
52 O -0.83442 -1.33551 -4.27505  -0.0168
53 H -0.03045 -1.66651 -4.67542  0.0764
54 H -1.48896 -1.38900 -4.97143  0.0798
55 O 1.06629 -2.81374 -0.24207  -0.0415
56 H 0.41200 -3.16602 -0.84542  -0.0024
57 H 1.79177 -3.43673 -0.28433  0.0314
58 O -2.47116 2.60953 0.44017  -0.0389
59 H -2.28904 2.75713 1.36822  -0.0231
60 H -1.65087 2.82655 -0.00284  0.0279
61 O -1.21898 0.53015 -2.37304  -0.0599
62 H -0.64474 0.18805 -1.68789  0.0069
63 H -1.19811 -0.13714 -3.05899  -0.0086

Going by the energies, two is most stable and the next is 90.7 kcal/mol up.

## one
ORCA calculation (ωB97M-V/def2-TZVPD) on a 2-piece molecular cluster, C3H10N2O2 overall.

Summary:
Multiplicity: 2
Kohn-Sham gap (alpha / beta): 10.597 / 5.425 eV
⟨S²⟩: 0.762
HOMO level (alpha / beta): -14.6 / -14.0 eV
Net charge: +1

Last column: Löwdin charge in e.
Cartesian coordinates (Å):
1 C -1.91457 0.57247 0.10999  -0.2284
2 N -0.92758 -0.10399 -0.68938  0.1834
3 C 0.33391 0.50446 -1.00309  -0.1254
4 C 1.02931 0.84176 0.34038  -0.2257
5 N 2.28675 1.44148 -0.00526  0.0668
6 O -2.43938 -0.02595 0.98624  0.1934
7 H -2.32678 1.47949 -0.34759  0.1653
8 H -1.02522 -1.13059 -0.70326  0.1629
9 H 1.10087 0.02660 -1.61651  0.1502
10 H 0.08001 1.43045 -1.54651  0.1522
11 H 1.10893 -0.08058 0.91649  0.1386
12 H 0.36806 1.51827 0.89625  0.1249
13 H 2.99935 1.51750 0.69745  0.1047
14 H 2.07533 2.36434 -0.36069  0.1004
15 H -1.65448 -3.22346 0.79317  0.0468
16 H -0.39819 -4.01917 0.78402  0.0440
17 O -0.69635 -3.11310 0.74829  -0.0543

## two
ORCA calculation (ωB97M-V/def2-TZVPD) on a 2-piece molecular cluster, C3H10N2O2 overall.

Summary:
Multiplicity: 2
Kohn-Sham gap (alpha / beta): 9.281 / 4.737 eV
⟨S²⟩: 0.756
HOMO level (alpha / beta): -14.2 / -14.1 eV
Net charge: +1

Last column: Löwdin charge in e.
Cartesian coordinates (Å):
1 C 1.41254 0.51659 1.15297  -0.2896
2 C 0.57437 0.21188 -0.00294  -0.0817
3 C 0.08525 1.49366 -0.64950  -0.4021
4 N -1.20195 1.88724 -0.65730  0.2576
5 O 0.85927 2.07767 -1.38531  0.3923
6 N 1.19704 -0.02475 2.49915  0.0330
7 H 1.26389 1.64367 1.35531  0.1504
8 H 2.39812 0.20777 0.85749  0.1285
9 H -0.25047 -0.44073 0.35894  0.1578
10 H 1.05505 -0.26086 -0.84766  0.1423
11 H -1.54389 2.24230 -1.55369  0.1580
12 H -1.75977 2.04546 0.22861  0.1936
13 H 1.59271 -0.92600 2.34788  0.0619
14 H 0.20185 -0.27049 2.69862  0.0985
15 H -2.50689 -3.84110 -2.55037  0.0330
16 H -1.55476 -3.35985 -1.47490  0.0189
17 O -1.82236 -3.20245 -2.37730  -0.0524

Going by the energies, one is most stable and the next is 23.7 kcal/mol up.

## one
ORCA calculation (ωB97M-V/def2-TZVPD) on C4H10NP in the gas phase.

Summary:
Kohn-Sham gap: 8.044 eV
HOMO level: -7.2 eV

Last column: Löwdin charge in e.
Cartesian coordinates (Å):
1 C -2.87744 0.73292 0.00990  -0.4265
2 P -1.75439 -0.77383 -0.07871  0.8154
3 C -0.35758 0.24126 -0.17320  -0.4629
4 N 0.94694 -0.18023 -0.09209  -0.3119
5 C 2.03968 0.76123 0.20946  -0.0536
6 C 1.19691 -1.62487 -0.14702  -0.1341
7 H -3.79627 0.25171 -0.08517  -0.0344
8 H -2.78823 1.27210 0.92005  0.0060
9 H -2.77214 1.48412 -0.77443  0.0273
10 H -0.60835 1.35016 -0.11111  0.0769
11 H 2.53463 0.42242 1.12311  0.0819
12 H 2.65546 0.64254 -0.70990  0.0923
13 H 1.57721 1.78306 0.27482  0.0944
14 H 2.28587 -1.94615 -0.09888  0.1005
15 H 0.81990 -2.18478 0.70663  0.0661
16 H 0.89780 -2.23164 -0.97346  0.0625

## two
ORCA calculation (ωB97M-V/def2-TZVPD) on C4H10NP in the gas phase.

Summary:
Kohn-Sham gap: 9.053 eV
HOMO level: -8.0 eV

Last column: Löwdin charge in e.
Cartesian coordinates (Å):
1 C -1.43020 -1.17306 1.44656  -0.1506
2 C -0.08777 -1.52350 1.00988  -0.3309
3 N 0.62144 -0.73443 0.30956  -0.1987
4 P 0.14876 0.89854 0.06497  0.7909
5 C -0.50074 0.48878 -1.63889  -0.2587
6 C 1.84314 1.56458 -0.33958  -0.3035
7 H -1.41056 -0.13675 1.75164  0.0164
8 H -2.20264 -1.29998 0.62824  0.0994
9 H -1.82934 -1.82665 2.30581  0.0966
10 H 0.23585 -2.54302 1.20258  0.0981
11 H -1.57658 0.69817 -1.47405  0.0257
12 H 0.04208 1.27489 -2.12480  0.0102
13 H -0.34863 -0.57995 -1.74529  0.0336
14 H 1.97034 1.00661 -1.20563  -0.0259
15 H 1.96495 2.62828 -0.66311  0.0484
16 H 2.55989 1.25749 0.47211  0.0490

## three
ORCA calculation (ωB97M-V/def2-TZVPD) on C4H10NP as an isolated structure.

Summary:
Kohn-Sham gap: 8.806 eV
HOMO level: -8.8 eV

Last column: Löwdin charge in e.
Cartesian coordinates (Å):
1 C 1.66675 0.31084 -0.31893  -0.2043
2 C 0.66461 0.57452 -0.91735  0.0270
3 C 2.84432 -0.06421 0.43083  -0.1146
4 C -1.45408 -1.73653 0.02268  -0.2661
5 N -1.87830 -0.48284 -0.50831  -0.5083
6 P -2.89489 0.48979 0.16244  0.7638
7 H -0.42135 2.42088 0.49900  0.0019
8 H -0.17971 0.83496 -1.48296  0.0061
9 H 3.39967 -0.83104 -0.10803  0.0786
10 H 3.48775 0.80192 0.57782  0.0768
11 H 2.55515 -0.45722 1.40585  0.0781
12 H -0.36620 -1.70219 0.13158  0.0557
13 H -1.89971 -2.03007 0.97700  0.0533
14 H -1.67717 -2.50197 -0.72508  0.0755
15 H -0.95867 2.93435 0.75258  0.0313
16 H -2.88817 1.43881 -0.89913  -0.1548

Going by the energies, two is most stable and the next is 14.6 kcal/mol up.